P) H7NSi2 | ωB97M-V/def2-TZVPD

```
! RIJCOSX wB97M-V def2-TZVPD def2/J DEFGRID3
* xyz 0 1
N 0.469 -0.320 -0.466
Si -0.641 -0.809 -1.658
Si 0.421 0.792 1.750
H 1.145 0.314 -0.747
H -1.270 0.220 -2.402
H 0.288 -1.799 -2.372
H -1.623 -1.490 -0.804
H -0.974 1.396 2.249
H 0.969 -0.246 2.651
H 1.216 1.942 1.798
*
```

The HOMO-LUMO gap comes out at 0.3166 Ha.

Mulliken population analysis, charges in e, atoms 1 to 8: -0.481, 0.259, 0.502, 0.227, -0.115, -0.073, -0.122, -0.050

***

Q) H7NSi2 | ωB97M-V/def2-TZVPD

```
! RIJCOSX wB97M-V def2-TZVPD def2/J DEFGRID3
* xyz 0 1
N 1.294 -1.041 -0.163
Si -0.543 1.308 -0.287
Si -0.372 -0.866 0.265
H 1.805 -0.474 -0.806
H 1.771 -1.684 0.560
H -1.855 1.806 -0.538
H -0.168 2.292 0.704
H 0.079 2.126 -1.436
H -0.768 -1.009 1.691
H -1.244 -2.457 0.011
*
```

The HOMO-LUMO gap comes out at 0.3612 Ha.

Mulliken population analysis, charges in e, atoms 1 to 8: -0.483, 0.304, 0.184, 0.254, 0.236, -0.156, -0.103, -0.086

***

Which of them is most stable, and which least? Most stable: Q); least stable: P).

***

P) C3H10N2 | ωB97M-V/def2-TZVPD

```
! RIJCOSX wB97M-V def2-TZVPD def2/J DEFGRID3
* xyz 1 2
N 0.668 1.118 1.457
C -0.426 1.105 0.512
C -0.937 -0.302 0.185
N 0.091 -1.278 -0.318
C 0.519 -0.705 -1.572
H 1.353 0.325 1.301
H 1.187 1.954 1.455
H -1.271 1.626 0.937
H -0.056 1.586 -0.493
H -1.459 -0.709 1.170
H -1.754 -0.247 -0.677
H -0.379 -2.142 -0.573
H 1.177 0.187 -1.385
H 1.089 -1.470 -2.041
H -0.133 -0.585 -2.425
*
```

As for the expectation value of S²: 0.76. The HOMO-LUMO gap (spin up / spin down) comes out at 0.3987 / 0.1763 Ha.

Mulliken population analysis, charges in e, atoms 1 to 8: -0.116, -0.558, -0.462, -0.373, -0.976, 0.377, 0.320, 0.359

***

Q) C3H10N2 | ωB97M-V/def2-TZVPD

```
! RIJCOSX wB97M-V def2-TZVPD def2/J DEFGRID3
* xyz 1 2
C -2.213 -0.697 -0.441
C -2.396 0.197 0.585
N 0.628 0.524 0.146
C 1.767 0.149 -0.606
N 3.065 0.439 -0.014
H -2.162 -0.249 -1.430
H -2.512 -1.729 -0.316
H -1.299 -0.456 0.492
H -3.049 -0.128 1.391
H -2.335 1.267 0.426
H 0.646 0.101 1.082
H 1.749 0.597 -1.599
H 1.739 -0.927 -0.842
H 3.385 -0.344 0.545
H 2.986 1.256 0.582
*
```

As for the expectation value of S²: 0.75. The HOMO-LUMO gap (spin up / spin down) comes out at 0.2575 / 0.2577 Ha.

Mulliken population analysis, charges in e, atoms 1 to 8: -0.232, -0.211, -0.521, -0.362, -0.523, 0.281, 0.317, 0.229

***

Which of them is most stable, and which least? Most stable: P); least stable: Q).

***

P) C25H52Cl2FN3O2 | ωB97M-V/def2-TZVPD

```
! RIJCOSX wB97M-V def2-TZVPD def2/J DEFGRID3
* xyz 0 1
C 4.491 -0.617 -2.230
C 3.678 0.823 -2.481
C 4.750 1.750 -3.370
C 2.326 0.623 -3.387
C 0.927 1.104 -2.607
C 0.777 0.531 -1.081
C 1.005 -1.084 -0.913
F 0.817 -1.879 -2.147
C 1.136 2.763 -2.660
N 0.726 3.560 -1.421
C 0.379 3.186 -4.090
O 0.107 4.404 -4.570
O 0.006 1.906 -4.716
C -0.211 0.787 -3.739
C -1.803 0.958 -3.412
Cl -2.204 2.161 -2.049
C -2.618 -0.425 -3.095
C -2.920 -0.666 -1.468
Cl -1.912 -1.959 -3.855
H 4.169 -1.070 -1.201
H 4.294 -1.342 -3.151
H 5.637 -0.304 -2.170
H 3.525 1.407 -1.479
H 5.591 2.182 -2.649
H 4.175 2.700 -3.805
H 5.204 1.168 -4.279
H 2.290 -0.505 -3.725
H 2.508 1.246 -4.389
H -0.223 0.802 -0.537
H 1.641 1.054 -0.443
H 0.177 -1.468 -0.144
H 2.041 -1.369 -0.403
H 2.215 3.172 -2.855
H 1.133 4.525 -1.598
H 1.266 3.229 -0.566
H 0.186 -0.120 -4.361
H -2.298 1.416 -4.397
H -3.703 -0.287 -3.574
H -3.862 0.015 -1.206
H -1.987 -0.450 -0.796
H -3.306 -1.783 -1.303
C 5.963 2.536 4.500
C 4.738 1.768 4.012
N 4.273 2.168 2.681
C 2.953 1.625 2.341
C 2.828 0.112 2.207
C 5.261 2.114 1.602
C 5.927 0.772 1.321
H 5.784 3.616 4.492
H 6.198 2.244 5.529
H 6.848 2.323 3.894
H 3.938 1.954 4.736
H 4.955 0.695 4.057
H 2.595 2.093 1.415
H 2.243 1.956 3.111
H 3.264 -0.249 1.273
H 1.769 -0.171 2.192
H 3.292 -0.423 3.041
H 6.051 2.843 1.825
H 4.812 2.485 0.673
H 6.227 0.248 2.232
H 6.836 0.929 0.727
H 5.280 0.114 0.737
C -4.038 -2.383 1.567
C -5.512 -2.283 1.184
N -6.285 -3.497 1.461
C -7.618 -3.488 0.847
C -8.611 -2.439 1.336
C -6.241 -3.997 2.836
C -6.704 -3.060 3.945
H -3.558 -3.235 1.076
H -3.512 -1.475 1.254
H -3.901 -2.479 2.648
H -5.547 -2.080 0.109
H -5.945 -1.407 1.680
H -8.073 -4.481 0.950
H -7.490 -3.353 -0.235
H -9.018 -2.694 2.317
H -9.460 -2.385 0.646
H -8.173 -1.438 1.387
H -5.209 -4.299 3.057
H -6.810 -4.933 2.905
H -6.326 -2.041 3.825
H -6.340 -3.427 4.913
H -7.794 -3.022 4.013
*
```

The HOMO-LUMO gap comes out at 0.3179 Ha. As for the structure (SMILES): CC(C)C[C@@]1(CCF)[C@H](N)C(=O)O[C@@H]1[C@H](Cl)[C@H](C)Cl.CCN(CC)CC.CCN(CC)CC.

Mulliken population analysis, charges in e, atoms 1 to 8: -1.055, 1.325, -1.315, -1.505, 1.600, 0.108, -0.288, -0.346

***

Q) C25H52Cl2FN3O2 | ωB97M-V/def2-TZVPD

```
! RIJCOSX wB97M-V def2-TZVPD def2/J DEFGRID3
* xyz 0 1
C -2.748 1.367 -3.248
C -2.281 -0.075 -3.540
C -3.024 -0.546 -4.803
C -0.749 -0.164 -3.769
C 0.050 -1.027 -2.745
C -0.265 -0.631 -1.311
C -0.162 0.861 -0.978
F 0.626 1.579 -1.859
C -0.377 -2.473 -3.070
N -0.589 -3.404 -1.952
C 0.700 -2.972 -4.021
O 0.792 -4.074 -4.528
O 1.523 -1.936 -4.330
C 1.532 -0.952 -3.253
C 2.741 -1.341 -2.394
Cl 2.361 -2.626 -1.223
C 3.538 -0.202 -1.698
C 3.185 0.100 -0.247
Cl 3.529 1.306 -2.659
H -2.724 1.592 -2.186
H -2.131 2.071 -3.796
H -3.779 1.468 -3.575
H -2.617 -0.731 -2.738
H -4.071 -0.738 -4.579
H -2.607 -1.482 -5.174
H -2.941 0.188 -5.599
H -0.345 0.843 -3.804
H -0.596 -0.582 -4.760
H 0.317 -1.181 -0.582
H -1.303 -0.909 -1.136
H 0.309 0.959 0.001
H -1.125 1.350 -0.890
H -1.278 -2.497 -3.687
H -1.002 -4.244 -2.339
H -1.305 -3.025 -1.346
H 1.668 -0.009 -3.760
H 3.434 -1.814 -3.079
H 4.573 -0.527 -1.708
H 3.663 -0.651 0.374
H 2.117 0.131 -0.072
H 3.633 1.049 0.031
C -7.488 -1.609 1.380
C -6.056 -1.130 1.561
N -5.172 -1.554 0.491
C -3.769 -1.350 0.787
C -3.263 0.088 0.961
C -5.592 -1.200 -0.854
C -5.807 0.285 -1.178
H -7.522 -2.692 1.257
H -8.076 -1.347 2.260
H -7.971 -1.149 0.518
H -5.669 -1.551 2.492
H -6.064 -0.036 1.696
H -3.184 -1.840 0.001
H -3.541 -1.905 1.703
H -3.194 0.610 0.006
H -2.258 0.072 1.392
H -3.891 0.671 1.634
H -6.521 -1.733 -1.067
H -4.863 -1.619 -1.554
H -6.361 0.800 -0.393
H -6.385 0.379 -2.099
H -4.868 0.814 -1.336
C 3.201 1.850 2.963
C 4.631 1.433 3.267
N 5.432 2.502 3.829
C 6.853 2.205 3.855
C 7.337 1.050 4.741
C 4.891 3.132 5.020
C 4.608 2.245 6.240
H 3.180 2.727 2.315
H 2.683 1.037 2.453
H 2.636 2.076 3.868
H 5.104 1.126 2.330
H 4.608 0.536 3.908
H 7.387 3.117 4.137
H 7.158 1.996 2.825
H 7.325 1.312 5.798
H 8.367 0.798 4.484
H 6.739 0.149 4.603
H 3.961 3.633 4.741
H 5.567 3.940 5.310
H 4.108 1.315 5.966
H 3.950 2.774 6.933
H 5.515 1.995 6.789
*
```

The HOMO-LUMO gap comes out at 0.3223 Ha. As for the structure (SMILES): CC(C)C[C@@]1(CCF)[C@H](N)C(=O)O[C@@H]1[C@H](Cl)[C@H](C)Cl.CCN(CC)CC.CCN(CC)CC.

Mulliken population analysis, charges in e, atoms 1 to 8: -1.749, 2.213, -1.844, -2.769, 3.180, -0.234, -1.338, -0.372

***

Which of them is most stable, and which least? Most stable: Q); least stable: P).